The following is a quantum chemistry calculation of 11 unconnected molecules or ions with the total composition C69H88BClN10O4P at a distorted geometry, from OMol25.

```
174
Properties=species:S:1:pos:R:3:forces:R:3
C 2.01280 -9.55837 -0.63914 -1.63 6.12 1.76
C 1.67724 -8.34661 -0.21206 1.27 -5.76 -3.13
C 1.11176 -6.87137 -0.00370 1.89 -1.17 1.24
B -0.23759 -6.44896 -0.81292 1.25 1.28 0.49
C -0.52269 -4.86173 -0.35169 0.31 0.42 -0.26
C -1.76171 -4.17488 -1.12992 0.29 1.15 0.60
C -2.64852 -3.19946 -0.15652 -0.77 -0.41 -1.44
C -2.65074 -1.68863 -0.73632 -0.15 1.10 1.20
C -1.64237 -0.74055 0.13843 -0.21 -0.70 -1.03
C -0.11645 -0.94432 -0.37778 0.08 1.25 0.88
C 0.87703 -0.34137 0.77758 0.06 -1.45 -0.50
C 1.42416 -1.61979 1.63715 0.60 0.53 0.43
C 2.98159 -1.97517 1.24951 -1.32 0.52 0.02
C -0.14325 -6.39762 -2.44568 -1.52 0.12 -1.50
O 0.82317 -7.28850 -3.07878 1.84 1.96 -0.38
C 2.00303 -6.47027 -3.40032 0.78 -0.26 -0.49
C 1.88639 -5.87814 -4.92703 -0.04 -1.75 0.27
O 2.75957 -4.73951 -5.17023 -1.95 0.26 -0.52
C 2.03568 -3.57788 -5.65553 0.47 1.54 0.27
C 1.81746 -2.54092 -4.41372 -0.99 -0.26 -0.96
O 3.08768 -1.87113 -4.17798 -0.99 -1.61 1.43
C 3.69671 -2.26840 -2.91323 1.93 0.34 0.13
C 5.29975 -2.45427 -3.17776 -0.21 -0.74 0.07
P -1.85332 -7.38108 -0.35136 -1.98 0.65 -0.07
O -2.58832 -6.46038 0.95979 0.98 -1.71 0.28
Cl -1.53831 -9.29440 0.48370 0.15 0.40 0.36
H 2.26876 -10.56923 -1.14472 -0.61 2.50 1.44
H 0.91048 -6.74466 1.14077 0.47 -0.22 -1.88
H 1.94934 -6.10862 -0.27660 -1.10 -1.42 0.55
H -0.57356 -4.79745 0.79973 -0.27 0.19 -1.75
H 0.44044 -4.28310 -0.67738 -1.45 -0.86 0.63
H -2.46928 -4.90138 -1.67036 1.17 0.84 0.95
H -1.30386 -3.49298 -1.96013 -0.90 -1.24 1.34
H -3.74276 -3.59647 -0.20377 1.81 0.70 0.20
H -2.33351 -3.28135 0.95195 -0.28 0.33 -1.88
H -3.71839 -1.21853 -0.66686 1.78 -0.89 -0.08
H -2.32892 -1.59411 -1.83772 -0.53 -0.49 1.62
H -1.92787 0.38166 -0.00299 0.61 -1.96 0.40
H -1.76976 -1.06879 1.24587 0.41 0.74 -1.78
H 0.16159 -2.05652 -0.53464 -0.63 1.84 0.08
H 0.04120 -0.32417 -1.35372 -0.46 -1.27 1.55
H 1.78371 0.18715 0.28013 -1.52 -0.73 1.00
H 0.29816 0.38445 1.46050 0.96 -1.00 -1.19
H 1.36910 -1.31994 2.75351 0.21 -0.68 -1.65
H 0.76802 -2.56783 1.50509 0.96 1.73 0.07
H 3.06995 -1.86279 0.10065 0.01 -0.35 1.83
H 3.65811 -1.19583 1.77088 -0.94 -1.51 -0.93
H 3.21282 -3.04782 1.58888 -0.08 1.80 -0.57
H 0.05318 -5.32983 -2.88582 -0.50 -1.59 0.89
H -1.19647 -6.70984 -2.85594 1.74 0.56 0.33
H 2.98173 -7.10897 -3.38421 -1.96 0.81 0.11
H 2.18263 -5.62793 -2.62372 -0.53 -1.21 -1.29
H 2.26193 -6.74411 -5.61569 -0.74 1.51 1.09
H 0.78103 -5.69531 -5.20124 1.71 0.00 0.59
H 2.72133 -3.01260 -6.41131 -1.05 -1.07 1.32
H 1.06043 -3.81589 -6.22157 1.36 0.09 1.11
H 1.02429 -1.71946 -4.65980 1.34 -1.41 0.20
H 1.40662 -3.11899 -3.49685 0.89 0.92 -1.38
H 3.56179 -1.39735 -2.15467 0.00 -1.59 -1.11
H 3.31307 -3.27138 -2.50553 0.19 1.70 -0.65
H 5.56991 -3.58664 -3.26952 -0.61 2.01 0.17
H 5.90031 -2.04028 -2.27993 -0.91 -0.51 -1.64
H 5.60109 -1.98138 -4.18952 -0.51 -0.48 1.87
H -2.35667 -6.86334 1.83061 -0.10 0.54 -0.89
N -1.36555 2.59893 -1.44186 -0.22 0.56 -0.44
C -0.48063 3.08835 -2.32670 -0.26 -0.34 0.50
C -0.79332 4.03843 -3.28514 -0.17 0.09 -0.01
C -2.09700 4.51220 -3.33924 -0.01 0.05 -0.03
C -3.03325 4.02291 -2.43795 0.11 0.05 -0.10
C -2.62036 3.07532 -1.51491 0.55 -0.34 0.11
H 0.52383 2.68492 -2.24625 -0.03 0.04 -0.04
H -0.03744 4.39900 -3.97222 -0.03 -0.06 0.04
H -2.38102 5.25581 -4.07661 0.02 -0.06 0.06
H -4.05927 4.37012 -2.45229 0.06 -0.04 0.03
H -3.31374 2.66425 -0.78711 -0.03 0.03 -0.05
N -1.78432 6.76458 1.46921 -0.05 -0.66 0.57
C -1.81287 5.46211 1.12533 -0.09 0.72 0.01
C -1.63892 4.42309 2.02543 -0.02 -0.01 0.13
C -1.41816 4.73926 3.35874 -0.01 -0.06 0.07
C -1.38170 6.07351 3.74206 -0.02 -0.16 -0.06
C -1.57060 7.04105 2.76804 -0.11 0.11 -0.62
H -1.98493 5.26592 0.07166 0.04 -0.06 0.05
H -1.67448 3.39263 1.69258 0.04 0.07 -0.05
H -1.27603 3.95315 4.09299 0.00 0.05 -0.07
H -1.21113 6.35501 4.77429 0.02 0.03 -0.06
H -1.55462 8.09749 3.01915 0.02 -0.04 0.07
N 2.25791 3.18566 -6.73232 0.09 -0.58 0.44
C 2.22817 1.88314 -7.07470 0.01 0.68 0.12
C 2.39766 0.84492 -6.17270 0.01 0.09 0.09
C 2.61457 1.16223 -4.83951 0.00 -0.03 0.26
C 2.65213 2.49689 -4.45779 -0.05 -0.09 -0.19
C 2.46806 3.46337 -5.43340 -0.10 0.01 -0.62
H 2.05905 1.68574 -8.12892 -0.01 -0.05 0.03
H 2.36153 -0.18589 -6.50374 0.03 0.05 0.05
H 2.75290 0.37662 -4.10430 0.00 -0.01 -0.16
H 2.81997 2.77906 -3.42528 0.01 0.01 -0.06
H 2.48517 4.52015 -5.18375 0.03 -0.03 0.04
N -7.39866 -8.94247 -0.73634 0.34 0.54 0.01
C -7.73610 -7.68956 -1.08849 0.08 -0.66 0.14
C -6.87770 -6.60535 -0.99784 0.13 -0.12 0.08
C -5.59509 -6.82159 -0.51179 0.04 0.14 -0.01
C -5.21969 -8.10421 -0.13892 -0.10 0.01 0.06
C -6.14933 -9.12316 -0.27051 -0.62 0.07 -0.21
H -8.74968 -7.57075 -1.45921 0.03 0.05 -0.01
H -7.20309 -5.61673 -1.29895 -0.01 -0.05 0.01
H -4.89392 -5.99793 -0.42451 0.04 -0.14 0.04
H -4.22773 -8.30717 0.24425 -0.16 0.02 -0.08
H -5.90189 -10.14393 0.00442 0.05 0.07 0.00
N 2.69334 3.05049 -12.34667 -0.41 0.44 0.38
C 2.84038 3.11175 -11.01114 -0.02 -0.09 -0.71
C 2.08905 3.93679 -10.18930 -0.07 0.09 0.01
C 1.13086 4.75129 -10.77665 -0.03 0.03 -0.01
C 0.95850 4.71023 -12.15375 0.03 -0.01 0.17
C 1.75708 3.84861 -12.88846 0.49 -0.44 0.14
H 3.60395 2.45885 -10.59994 -0.04 0.04 0.04
H 2.24903 3.94281 -9.11737 -0.01 0.01 0.00
H 0.52355 5.41206 -10.16681 0.05 -0.06 -0.03
H 0.22022 5.33289 -12.64449 0.05 -0.05 0.00
H 1.65768 3.77783 -13.96733 -0.03 0.04 0.04
N -6.16502 8.31424 3.03144 0.03 -0.18 0.79
C -5.10654 7.58554 3.42956 -0.43 0.32 -0.42
C -4.89907 7.17911 4.73763 -0.21 -0.04 0.13
C -5.83422 7.54716 5.69570 -0.06 -0.09 0.03
C -6.93556 8.30068 5.31441 0.15 -0.09 0.06
C -7.05558 8.65501 3.97983 0.39 -0.09 -0.60
H -4.40264 7.32579 2.64508 0.01 -0.02 0.07
H -4.02890 6.59034 5.00168 -0.03 0.04 -0.07
H -5.70542 7.24865 6.73103 -0.02 -0.01 -0.07
H -7.68342 8.60501 6.03664 0.03 -0.01 -0.06
H -7.90060 9.24068 3.63105 0.02 -0.02 0.07
N 4.30916 -2.64872 4.09567 0.19 -0.23 0.88
C 5.36844 -3.37628 4.49153 -0.50 0.35 -0.33
C 5.57917 -3.78328 5.79930 -0.15 0.08 0.06
C 4.64592 -3.41656 6.75900 0.08 0.01 0.18
C 3.54344 -2.66377 6.37977 0.15 -0.09 0.00
C 3.42046 -2.30913 5.04587 0.36 -0.11 -0.55
H 6.07094 -3.63517 3.70540 0.00 -0.02 0.05
H 6.45049 -4.37154 6.06121 -0.03 0.04 -0.03
H 4.77660 -3.71528 7.79395 -0.07 0.00 -0.07
H 2.79673 -2.36040 7.10353 0.03 -0.03 -0.05
H 2.57419 -1.72414 4.69888 0.02 -0.03 0.05
N 3.28105 -5.80775 8.82513 -0.43 -0.59 -0.30
C 3.60645 -6.56516 7.76007 -0.09 0.44 0.58
C 2.81083 -7.58854 7.27042 -0.09 -0.03 0.08
C 1.61068 -7.85337 7.91462 -0.06 -0.07 -0.03
C 1.25034 -7.09002 9.01629 0.07 -0.07 -0.12
C 2.11174 -6.08627 9.42798 0.59 0.25 -0.19
H 4.55511 -6.32212 7.29210 -0.07 -0.05 -0.04
H 3.12163 -8.16444 6.40730 -0.01 0.06 0.04
H 0.96153 -8.64761 7.56115 0.05 0.07 0.01
H 0.32092 -7.27056 9.54256 0.06 0.04 -0.02
H 1.87208 -5.46028 10.28210 -0.04 -0.06 -0.03
N -2.17880 10.44175 5.89088 -0.07 -0.10 0.76
C -3.22256 9.72429 6.34375 0.44 0.36 -0.44
C -3.48836 9.51416 7.68748 0.15 0.08 0.10
C -2.62709 10.07193 8.62235 -0.01 -0.01 0.09
C -1.54035 10.81580 8.18318 -0.15 -0.09 0.05
C -1.36208 10.97180 6.81796 -0.31 -0.20 -0.56
H -3.86450 9.30628 5.57509 0.06 0.09 0.13
H -4.34634 8.92914 7.99568 0.04 0.04 -0.04
H -2.80122 9.92849 9.68372 0.02 0.01 -0.08
H -0.84841 11.26445 8.88555 -0.03 -0.02 -0.06
H -0.52953 11.54751 6.42536 -0.02 -0.02 0.07
N 2.70696 5.81292 1.11515 -0.16 0.52 -0.51
C 3.59157 6.30302 0.22889 -0.34 -0.32 0.49
C 3.27764 7.25417 -0.72842 -0.13 0.04 -0.02
C 1.97358 7.72767 -0.78052 0.01 0.00 -0.01
C 1.03824 7.23796 0.12107 0.12 0.17 -0.23
C 1.45150 6.29004 1.04364 0.61 -0.31 0.15
H 4.59631 5.89964 0.30757 -0.02 0.05 -0.04
H 4.03264 7.61556 -1.41622 -0.02 -0.04 0.05
H 1.68864 8.47187 -1.51706 0.01 -0.05 0.05
H 0.01257 7.58520 0.10779 0.07 -0.07 0.05
H 0.75886 5.87971 1.77140 0.04 0.05 -0.06
```
Positions in Å, forces in eV/Å.

Total energy in eV: -118551.2240
Total charge: -1
Gap between HOMO and LUMO in eV: 6.0
Max |F| in eV/A: 6.7
Lowest unoccupied orbital energy in Eh: 0.0566
E_HOMO in eV: -4.488